[1]
Entry from the Open Molecules 2025 dataset: C4H5F2N as an isolated structure (ωB97M-V/def2-TZVPD).

- max |F| (eV Å⁻¹) = 6.344
- frontier orbital gap (eV) = 9.117
- HOMO (eV) = -9.1
- relative energy (zero: lowest compared OMol25 entry of this formula, charge and spin) (kJ/mol) = 180.0
- LUMO energy (eV) = -0.017
- total charge = 0

Atoms and positions in Å:
C  0.817  -0.759  -0.750
C  -0.241  -1.218  0.040
C  -0.495  -0.104  1.033
C  0.610  0.784  0.655
N  1.377  0.450  -0.332
F  0.926  1.913  1.403
F  -1.152  1.267  -1.194
H  1.081  -1.119  -1.740
H  -0.341  0.936  -1.965
H  -0.715  -2.134  -0.084
H  -1.467  0.427  0.777
H  -0.400  -0.443  2.156

natural (NBO) population analysis, charges in e, atoms 1 to 4: -0.0714 -0.2170 -0.5817 0.6883



[2]
Entry from the Open Molecules 2025 dataset: a 3-piece molecular cluster, C30H44N2O6 overall (ωB97M-V/def2-TZVPD).

- max |F| (eV Å⁻¹) = 2.489
- frontier orbital gap (eV) = 1.184
- HOMO (eV) = -7.6
- LUMO energy (eV) = -6.385
- SMILES = [H]/N=C(\C)C[C@]1(c2ccccc2)C(=O)N[C@](C)(O)[C@@]1(C=C)c1ccccc1.COCCOC.COCCOC
- total charge = 0

Atoms and positions in Å:
H  -2.830  4.791  1.664
N  -2.716  3.860  2.072
C  -2.207  4.032  3.225
C  -1.910  5.454  3.741
C  -1.900  2.900  4.200
C  -0.776  1.882  3.776
C  -1.374  1.093  2.619
C  -0.907  1.208  1.332
C  -1.430  0.466  0.300
C  -2.452  -0.433  0.494
C  -2.951  -0.526  1.776
C  -2.426  0.216  2.799
C  -0.639  1.021  5.091
O  -1.141  -0.048  5.361
N  0.249  1.677  5.980
C  1.042  2.631  5.190
C  2.549  2.743  5.555
O  0.541  3.904  5.689
C  0.702  2.357  3.680
C  1.039  3.720  3.032
C  0.618  4.184  1.783
C  1.683  1.276  3.149
C  2.077  0.176  3.894
C  2.966  -0.769  3.442
C  3.510  -0.655  2.184
C  3.118  0.422  1.422
C  2.227  1.359  1.880
H  -1.327  5.373  4.668
H  -2.832  5.980  4.010
H  -1.290  6.026  3.045
H  -1.751  3.345  5.183
H  -2.821  2.309  4.280
H  -0.109  1.892  1.070
H  -0.994  0.585  -0.690
H  -2.813  -1.013  -0.351
H  -3.768  -1.218  1.968
H  -2.846  0.097  3.793
H  0.785  1.014  6.528
H  2.690  3.646  6.149
H  3.168  2.868  4.660
H  2.847  1.869  6.143
H  -0.164  3.724  6.317
H  1.711  4.368  3.603
H  1.087  3.914  0.831
H  -0.192  4.917  1.687
H  1.683  0.075  4.900
H  3.223  -1.572  4.129
H  4.235  -1.368  1.806
H  3.539  0.511  0.423
H  1.973  2.158  1.194
C  -1.117  -2.155  -2.885
O  -2.509  -1.908  -3.018
C  -2.797  -0.537  -3.252
C  -3.079  -0.269  -4.717
O  -1.927  -0.481  -5.520
C  -1.953  -1.731  -6.188
H  -0.953  -3.228  -2.962
H  -0.537  -1.658  -3.666
H  -0.771  -1.818  -1.900
H  -1.981  0.097  -2.893
H  -3.693  -0.294  -2.672
H  -3.365  0.782  -4.832
H  -3.913  -0.884  -5.068
H  -2.646  -1.685  -7.036
H  -2.244  -2.545  -5.520
H  -0.953  -1.934  -6.567
C  3.607  -5.767  -5.082
O  2.975  -5.794  -6.351
C  1.604  -6.156  -6.278
C  0.701  -4.944  -6.370
O  0.847  -4.093  -5.241
C  1.667  -2.967  -5.511
H  4.559  -5.249  -5.193
H  3.006  -5.239  -4.338
H  3.803  -6.788  -4.737
H  1.399  -6.722  -5.364
H  1.400  -6.811  -7.131
H  -0.340  -5.283  -6.384
H  0.887  -4.393  -7.297
H  1.108  -2.237  -6.104
H  2.582  -3.243  -6.038
H  1.939  -2.508  -4.561

Löwdin population analysis, charges in e, atoms 1 to 4: 0.0586 0.1577 -0.3954 -0.0380



[3]
Entry from the Open Molecules 2025 dataset: C27H45FeN9O8S2SeSi3 as an isolated structure (ωB97M-V/def2-TZVPD).

- spin multiplicity = 2
- max |F| (eV Å⁻¹) = 1.563
- frontier orbital gap (alpha / beta) (eV) = 5.837 / 5.840
- HOMO (alpha / beta) (eV) = -4.4 / -4.4
- <S²> = 0.760
- relative energy (zero: lowest compared OMol25 entry of this formula, charge and spin) (kJ/mol) = 0.0
- LUMO energy (alpha / beta) (eV) = 1.416 / 1.416
- total charge = -1

Atoms and positions in Å:
Fe  2.109  -0.154  -0.461
N  1.735  -0.149  1.569
N  2.913  -0.199  2.328
C  4.054  0.211  1.728
N  5.125  0.309  2.524
N  3.966  0.510  0.438
N  5.095  0.950  -0.238
O  4.884  1.552  -1.252
O  6.231  0.754  0.215
H  1.226  0.740  1.759
H  1.158  -0.954  1.793
H  2.811  0.008  3.311
H  5.072  -0.057  3.457
H  6.012  0.452  2.066
N  -5.217  4.915  2.448
C  -3.877  4.521  2.510
C  -3.507  3.387  3.233
C  -2.179  3.004  3.305
C  -1.202  3.761  2.676
C  -1.557  4.910  1.981
C  -2.886  5.284  1.894
S  0.492  3.255  2.732
O  0.621  2.391  3.885
O  1.281  4.465  2.688
N  0.716  2.327  1.463
C  1.186  2.729  0.262
S  1.386  4.389  -0.243
C  1.946  3.852  -1.784
C  1.993  2.511  -1.810
N  1.551  1.859  -0.675
H  -5.877  4.167  2.588
H  -5.450  5.468  1.639
H  -4.268  2.804  3.738
H  -1.888  2.125  3.865
H  -0.788  5.513  1.518
H  -3.162  6.179  1.347
H  2.266  4.541  -2.547
H  2.374  1.901  -2.612
C  1.333  1.575  -4.928
Si  2.021  -0.164  -4.683
C  0.611  -1.334  -5.129
C  3.371  -0.388  -5.974
Se  2.898  -0.724  -2.704
H  0.956  1.656  -5.953
H  2.086  2.354  -4.790
H  0.505  1.780  -4.246
H  0.175  -1.106  -6.107
H  -0.176  -1.264  -4.374
H  0.972  -2.365  -5.138
H  2.983  -0.265  -6.990
H  3.810  -1.384  -5.887
H  4.170  0.339  -5.815
O  0.627  -1.667  -0.509
C  1.522  -2.498  -0.203
O  2.702  -2.132  0.021
C  1.150  -3.945  -0.097
C  0.060  -4.432  -0.807
C  -0.294  -5.771  -0.717
C  0.428  -6.629  0.096
C  1.507  -6.118  0.798
C  1.894  -4.794  0.708
N  2.273  -7.025  1.672
O  3.167  -6.549  2.340
O  1.969  -8.203  1.673
H  -0.500  -3.744  -1.426
H  -1.138  -6.148  -1.278
H  0.174  -7.673  0.195
H  2.757  -4.427  1.244
C  -2.992  2.365  -0.688
Si  -2.479  0.565  -0.839
C  -4.009  -0.472  -1.205
C  -1.271  0.348  -2.239
C  -1.698  0.044  0.755
Si  -2.241  -1.189  2.008
C  -0.975  -1.322  3.393
C  -3.906  -0.690  2.743
C  -2.431  -2.890  1.236
H  -3.478  2.717  -1.603
H  -2.116  2.994  -0.504
H  -3.682  2.509  0.147
H  -4.553  -0.060  -2.059
H  -4.697  -0.501  -0.355
H  -3.732  -1.500  -1.452
H  -1.776  0.418  -3.208
H  -0.794  -0.632  -2.164
H  -0.472  1.091  -2.207
H  -0.776  0.589  0.964
H  -0.617  -0.342  3.720
H  -0.109  -1.909  3.069
H  -1.401  -1.837  4.259
H  -3.946  0.386  2.924
H  -4.089  -1.204  3.690
H  -4.721  -0.944  2.061
H  -1.528  -3.149  0.676
H  -3.277  -2.919  0.546
H  -2.590  -3.654  2.001

Löwdin population analysis, charges in e, atoms 1 to 4: 0.2815 0.0224 0.0547 -0.3674



[4]
Entry from the Open Molecules 2025 dataset: one molecule with the formula C3H8N2O4 (ωB97M-V/def2-TZVPD).

- max |F| (eV Å⁻¹) = 2.084
- frontier orbital gap (eV) = 10.557
- HOMO (eV) = -9.9
- relative energy (zero: lowest compared OMol25 entry of this formula, charge and spin) (kJ/mol) = 97.7
- LUMO energy (eV) = 0.638
- SMILES = NC(N)C(O)(O)C(=O)O
- total charge = 0

Atoms and positions in Å:
N  0.451  1.723  1.116
C  0.707  0.644  0.191
N  1.512  -0.398  0.823
C  -0.582  0.037  -0.419
O  -0.652  0.555  -1.773
O  -1.710  0.333  0.317
C  -0.620  -1.488  -0.706
O  -1.737  -1.964  -0.799
O  0.489  -2.179  -0.734
H  -0.352  1.513  1.702
H  0.254  2.581  0.615
H  1.300  1.044  -0.642
H  1.141  -0.619  1.743
H  2.454  -0.041  0.953
H  -1.502  0.315  -2.166
H  -2.372  -0.422  0.090
H  1.219  -1.636  -0.311

natural (NBO) population analysis, charges in e, atoms 1 to 4: -0.8393 0.0702 -0.8497 0.3702



[5]
Entry from the Open Molecules 2025 dataset: a 2-piece molecular cluster, C22H25NO3S2 overall (ωB97M-V/def2-TZVPD).

- max |F| (eV Å⁻¹) = 1.287
- frontier orbital gap (eV) = 4.374
- HOMO (eV) = -6.5
- LUMO energy (eV) = -2.098
- total charge = 0

Atoms and positions in Å:
C  -3.582  -0.586  4.005
C  -2.105  -0.416  4.315
N  -1.601  0.699  3.503
C  -0.232  0.734  3.208
S  0.564  -0.711  2.896
S  0.507  2.250  3.120
C  -2.301  1.960  3.755
C  -3.763  1.715  3.419
O  -4.308  0.634  4.184
H  -3.669  -0.959  2.969
H  -4.049  -1.288  4.711
H  -2.002  -0.209  5.399
H  -1.552  -1.325  4.044
H  -2.227  2.276  4.811
H  -1.897  2.741  3.098
H  -4.381  2.584  3.688
H  -3.829  1.509  2.335
C  5.456  -5.254  -1.409
O  5.587  -4.352  -0.285
C  4.733  -3.296  -0.209
C  4.831  -2.468  0.942
C  3.942  -1.435  1.124
C  2.942  -1.130  0.157
C  2.056  -0.021  0.317
C  1.282  0.485  -0.724
C  0.293  1.453  -0.583
C  -0.600  1.820  -1.635
C  -1.399  2.998  -1.550
C  -2.280  3.340  -2.548
C  -2.416  2.508  -3.693
O  -3.348  2.875  -4.612
C  -3.557  2.023  -5.762
C  -1.613  1.342  -3.816
C  -0.739  1.011  -2.797
C  2.872  -1.963  -0.996
C  3.760  -3.003  -1.199
H  6.208  -6.018  -1.217
H  4.454  -5.702  -1.447
H  5.664  -4.738  -2.356
H  5.610  -2.693  1.669
H  3.994  -0.819  2.023
H  2.060  0.532  1.262
H  1.524  0.156  -1.742
H  0.214  1.965  0.382
H  -1.288  3.638  -0.672
H  -2.894  4.238  -2.492
H  -4.356  2.521  -6.310
H  -2.649  1.961  -6.378
H  -3.869  1.013  -5.462
H  -1.691  0.706  -4.702
H  -0.154  0.094  -2.890
H  2.098  -1.784  -1.744
H  3.699  -3.611  -2.107

natural (NBO) population analysis, charges in e, atoms 1 to 4: -0.0721 -0.2597 -0.4704 -0.0883



[6]
Entry from the Open Molecules 2025 dataset: H24O12 as an isolated structure (ωB97M-V/def2-TZVPD).

- max |F| (eV Å⁻¹) = 12.517
- frontier orbital gap (eV) = 8.047
- HOMO (eV) = -8.7
- relative energy (zero: lowest compared OMol25 entry of this formula, charge and spin) (kJ/mol) = 1394.3
- LUMO energy (eV) = -0.677
- total charge = 0

Atoms and positions in Å:
O  1.230  0.616  -1.543
H  1.565  1.500  -1.696
H  1.030  0.281  -2.417
O  -0.077  2.454  0.384
H  0.832  2.337  0.661
H  -0.389  1.567  0.205
O  -0.388  0.899  2.664
H  -1.235  1.050  3.084
H  -0.591  0.837  1.731
O  2.415  1.526  0.695
H  2.015  0.982  0.016
H  3.253  1.103  0.878
O  -1.430  -2.256  0.980
H  -0.612  -1.760  0.935
H  -1.433  -2.633  1.859
O  -2.558  -1.867  -0.551
H  -1.908  -2.108  0.109
H  -2.220  -1.059  -0.937
O  0.094  -2.177  -1.903
H  -0.233  -2.933  -1.416
H  -0.208  -1.420  -1.401
O  -1.461  -0.137  -1.434
H  -1.881  -0.001  -2.284
H  -1.056  0.706  -1.230
O  -1.945  1.120  0.739
H  -2.809  0.744  0.910
H  -2.125  1.926  0.255
O  0.156  0.202  0.219
H  0.657  0.263  -0.595
H  -0.586  -0.362  0.001
O  3.374  0.387  -1.087
H  3.902  -0.247  -1.571
H  2.502  0.320  -1.476
O  0.721  -1.010  1.758
H  0.819  -0.381  2.474
H  0.579  -0.469  0.982

natural (NBO) population analysis, charges in e, atoms 1 to 4: -0.8638 0.5509 0.5434 -1.0130